Formula: C52H45ClIrN6O2P
Source: the Open Molecules 2025 dataset
Level of theory: ωB97M-V/def2-TZVPD

Last column: Löwdin charge in e.
Element x y z (Å)
Ir: -0.32365 0.35100 -0.37479  1.469
C: -2.90849 1.44167 0.64713  -0.146
C: -3.67852 0.27894 0.03901  -0.082
C: -3.16495 -0.30285 -1.25287  -0.230
C: -4.12252 -0.81676 -2.12786  0.018
C: -3.74351 -1.48867 -3.27277  0.006
C: -2.38680 -1.64257 -3.51931  0.003
C: -1.49109 -1.08129 -2.63421  -0.109
N: -1.85651 -0.41618 -1.52728  -0.066
N: -1.60614 1.08907 1.23058  -0.240
C: -0.91356 2.33920 1.59919  -0.098
C: 0.58011 2.18542 1.60088  -0.252
C: 1.39450 3.02527 2.34764  0.017
C: 2.76861 2.94748 2.20011  -0.007
C: 3.28456 1.99067 1.33791  -0.004
C: 2.41536 1.15117 0.66830  -0.118
N: 1.08712 1.26058 0.77170  -0.090
C: -1.66448 0.19107 2.40112  -0.070
C: -1.43545 -1.33493 2.13079  -0.396
C: -0.27486 -3.35362 3.21045  -0.011
C: -0.51882 -4.22403 2.18591  -0.026
C: -0.72765 -3.91274 0.83738  -0.002
C: -0.63488 -2.63217 0.27746  -0.188
N: -0.79754 -1.46699 0.84351  -0.040
H: -3.54416 1.90685 1.41161  0.151
H: -2.72776 2.18107 -0.13760  0.140
H: -4.69620 0.63116 -0.14425  0.142
H: -3.75081 -0.53692 0.76666  0.101
H: -5.16697 -0.68447 -1.89740  0.131
H: -4.48477 -1.89159 -3.94359  0.133
H: -2.02960 -2.18698 -4.37705  0.130
H: -0.42952 -1.18994 -2.81109  0.109
H: -1.27430 2.72023 2.56238  0.156
H: -1.14293 3.09503 0.83841  0.149
H: 0.95084 3.74620 3.01360  0.135
H: 3.41663 3.61853 2.73983  0.134
H: 4.34459 1.90378 1.17247  0.133
H: 2.78987 0.37076 0.02230  0.082
H: -2.61712 0.31765 2.92492  0.149
H: -0.86565 0.51313 3.07138  0.088
H: 0.04030 -3.77996 4.15263  0.142
H: -0.45856 -5.27888 2.41776  0.137
H: -0.81003 -4.73980 0.14694  0.134
H: -0.38117 -2.59153 -0.77753  0.108
Cl: 2.33130 -2.31604 0.35888  0.815
C: 2.92175 -2.96629 1.84024  -0.624
C: 3.82175 -4.01424 1.86467  -0.061
C: 4.30643 -4.44917 3.08929  -0.024
C: 3.90505 -3.83726 4.26863  -0.039
C: 2.99258 -2.79771 4.24418  -0.076
C: 2.48027 -2.36839 3.02033  -0.411
P: 1.24328 -1.04843 2.85500  1.181
C: 1.76598 0.14701 4.11438  -0.369
C: 0.93150 0.90885 4.93664  -0.116
C: 1.47382 1.82221 5.82206  -0.052
C: 2.84562 2.03595 5.85801  -0.036
C: 3.67806 1.31920 5.00822  -0.047
C: 3.14589 0.39333 4.13421  -0.111
C: -0.47724 -1.88287 3.24426  -0.397
C: -2.74238 -2.08748 2.15189  0.054
C: -3.56243 -2.19476 3.22720  -0.009
C: -3.34553 -1.75862 4.54663  0.076
C: -2.12216 -1.47450 5.16756  -0.009
C: -0.86280 -1.54516 4.65252  0.019
H: 4.15018 -4.46913 0.94408  0.122
H: 5.01109 -5.26497 3.11733  0.126
H: 4.30922 -4.16892 5.21291  0.122
H: 2.67862 -2.32620 5.16400  0.117
H: -0.13732 0.75442 4.94267  0.085
H: 0.82139 2.36432 6.49034  0.120
H: 3.26191 2.75331 6.54775  0.122
H: 4.74456 1.48087 5.02568  0.125
H: 3.79463 -0.15890 3.46861  0.115
H: -3.02783 -2.56835 1.22699  0.139
H: -4.51459 -2.67924 3.05042  0.140
H: -4.20962 -1.76200 5.19251  0.144
H: -2.18405 -1.25649 6.22639  0.138
H: -0.03286 -1.51789 5.34691  0.135
O: -0.20231 2.30029 -1.97367  0.044
C: 0.71157 1.68073 -2.50825  -0.557
N: 1.47421 1.99166 -3.56371  0.200
C: 2.48378 0.98014 -3.80340  -0.244
C: 2.17362 -0.00194 -2.60962  -0.448
O: 2.82011 -0.98477 -2.34606  0.027
N: 1.09530 0.46766 -1.98872  0.009
C: 3.90348 1.50837 -3.72685  -0.132
C: 4.95629 0.73328 -3.24673  -0.026
C: 6.25775 1.19411 -3.29558  -0.057
C: 6.52847 2.45054 -3.82319  -0.059
C: 5.48448 3.22989 -4.29951  -0.061
C: 4.17994 2.78131 -4.23638  -0.024
C: 2.25545 0.19421 -5.08396  -0.137
C: 1.58233 0.79186 -6.15363  -0.026
C: 1.45303 0.11140 -7.34879  -0.064
C: 1.93469 -1.18465 -7.48256  -0.061
C: 2.59688 -1.78681 -6.41815  -0.055
C: 2.75647 -1.10033 -5.23104  -0.022
H: 1.42054 2.87011 -4.04969  0.159
H: 4.75509 -0.23776 -2.81541  0.103
H: 7.06023 0.58707 -2.90683  0.110
H: 7.54159 2.82105 -3.85014  0.113
H: 5.68758 4.19332 -4.74327  0.114
H: 3.39275 3.39822 -4.64013  0.107
H: 1.20372 1.79846 -6.07370  0.107
H: 0.97925 0.59986 -8.18732  0.112
H: 1.78395 -1.72809 -8.40266  0.112
H: 2.96589 -2.79635 -6.51035  0.112
H: 3.25354 -1.58504 -4.40364  0.107

Forces on the atoms, in the same order (eV/Å):
Ir -1.24 0.76 0.76
C -0.82 0.05 -0.33
C 0.43 0.15 0.12
C -0.58 -0.16 -0.20
C 0.28 0.10 0.09
C 0.22 0.02 0.07
C -0.18 0.10 0.16
C 0.11 -0.41 -0.60
N 0.09 0.01 -0.27
N 0.76 -0.64 -1.32
C 0.29 0.73 0.07
C 0.23 0.17 0.40
C -0.11 -0.14 -0.16
C -0.17 -0.10 -0.22
C -0.28 0.07 0.02
C 0.52 -0.12 -0.26
N 0.02 0.60 0.17
C 0.08 -0.32 0.31
C 0.20 0.54 0.60
C -0.03 -0.02 0.63
C -0.01 -0.11 -0.43
C -0.09 -0.53 0.67
C 0.05 0.91 -0.58
N 0.82 0.92 -2.10
H 0.17 0.03 0.01
H 0.04 0.00 0.14
H 0.08 -0.09 0.11
H -0.20 0.10 -0.02
H -0.13 0.02 0.06
H -0.08 -0.05 -0.10
H 0.11 0.00 -0.12
H -0.01 0.14 0.02
H 0.01 -0.05 -0.11
H -0.12 -0.14 0.10
H -0.09 0.12 0.09
H 0.08 0.08 0.07
H 0.16 -0.11 -0.02
H -0.04 0.01 -0.11
H 0.11 0.20 -0.06
H -0.11 0.10 -0.12
H 0.09 -0.13 0.06
H 0.09 -0.04 0.09
H 0.02 0.00 -0.09
H 0.11 -0.03 0.07
Cl 0.43 -0.39 -0.81
C -0.16 0.07 0.51
C 0.05 0.01 -0.09
C -0.07 0.07 -0.10
C 0.02 0.04 0.27
C 0.07 -0.32 -0.23
C -0.51 0.19 0.30
P 0.80 0.47 -0.75
C -0.17 -0.26 0.42
C 0.43 -0.35 0.01
C 0.00 0.29 -0.01
C -0.04 -0.06 -0.05
C -0.06 0.25 0.04
C -0.32 -0.28 0.08
C -0.34 0.48 0.49
C 0.29 -0.08 0.68
C -0.35 -0.25 -0.76
C 0.87 -0.09 -0.03
C -0.51 0.85 0.66
C -0.08 -1.26 -1.00
H 0.05 -0.04 -0.11
H 0.09 -0.08 0.01
H 0.03 -0.07 0.06
H 0.01 0.07 0.10
H -0.22 0.02 0.08
H -0.01 0.09 0.06
H 0.04 0.03 0.10
H 0.12 0.03 0.03
H 0.11 -0.04 0.06
H -0.18 -0.05 -0.07
H -0.10 0.02 0.01
H -0.17 -0.04 0.17
H -0.03 0.05 0.06
H 0.00 -0.12 0.18
O -1.65 -0.26 2.16
C 2.16 -1.22 -1.33
N -0.55 0.39 0.32
C 0.20 -1.19 0.85
C 1.50 0.12 -1.38
O -0.40 -0.47 0.65
N -2.32 0.05 1.51
C 0.29 0.61 -0.03
C -0.30 -0.28 0.13
C 0.09 0.52 -0.03
C -0.09 -0.16 0.09
C 0.18 0.22 -0.03
C -0.03 -0.67 0.00
C -0.35 0.01 -0.62
C 0.50 -0.21 0.38
C -0.09 -0.20 -0.26
C 0.03 0.03 0.16
C -0.37 0.14 -0.31
C 0.05 0.19 0.27
H -0.08 0.06 0.04
H 0.08 0.03 -0.17
H 0.07 -0.10 0.00
H 0.08 0.02 -0.09
H 0.04 0.10 0.05
H -0.09 0.15 -0.08
H -0.08 0.13 -0.02
H -0.11 -0.01 -0.05
H 0.07 0.02 -0.12
H 0.08 -0.08 -0.02
H 0.10 0.06 -0.08

Charge: +3
Multiplicity: 2
Frontier orbital gap (alpha / beta), eV: 3.279 / 3.282
<S²>: 0.78
Energy above the lowest of the compared OMol25 structures with the same formula, charge and spin, eV: 4.5393
Lowest unoccupied orbital energy (alpha / beta), eV: -10.93 / -10.93